Density functional theory data (ωB97M-V/def2-TZVPD) for 2 unconnected molecules or ions with the total composition ClFHP at a distorted geometry.

```
! RIJCOSX wB97M-V def2-TZVPD def2/J DEFGRID3
* xyz 0 3
F 1.288 0.279 -0.793
P 0.635 -0.675 0.291
Cl -1.560 1.748 0.853
H -0.363 -1.352 -0.351
*
```

For the HOMO-LUMO gap (spin up / spin down), the calculation gives 9.40 / 6.28 eV. Its expectation value of S² is 2.01. Its energy relative to the best compared isomer or geometry (same formula, charge and spin) is 0.000 eV. Its maximum force is 2.40 eV Å⁻¹.

These are the Löwdin partial charges, in e, on atoms 1 to 2: -0.4819, 0.6679